Molecular formula: C3H6NO2S
Method: DFT, wB97M-V/def2-TZVPD

XYZ file:
```
13
C3H6NO2S | the OMol25 dataset | wB97M-V/def2-TZVPD
O -0.557 -2.237 0.172
C -1.399 -1.319 0.516
O -2.315 -1.275 1.364
N -1.254 0.037 0.097
C -0.109 0.618 -0.719
C 1.199 0.863 0.102
S 2.486 -0.467 -0.241
H -1.695 0.704 0.676
H -0.329 1.705 -1.022
H -0.027 0.133 -1.704
H 1.457 1.920 0.209
H 1.070 0.611 1.226
H 1.474 -1.295 -0.673
```

Properties
Frontier orbital gap   7.64 eV
Lowest unoccupied orbital energy   3.381 eV
SMILES   O=C([O-])NCCS
Total charge   -1
HOMO level   -4.260 eV
Energy above the lowest of the compared OMol25 structures with the same formula, charge and spin   114.9 kJ/mol
E   -721.36486 Ha
Strongest force on any atom   4.89 eV/Å

***

Molecular formula: C3H6NO3
Method: DFT, wB97M-V/def2-TZVPD

XYZ file:
```
13
C3H6NO3 | the OMol25 dataset | wB97M-V/def2-TZVPD
C 1.024 -0.359 -0.231
C 0.144 0.251 -1.300
O -1.189 -0.031 -1.247
N 0.719 0.432 0.993
C -0.561 0.085 1.585
O -0.960 0.716 2.568
O -1.333 -0.928 1.077
H 0.806 -1.416 -0.244
H 2.055 -0.076 -0.423
H 0.647 -0.112 -2.255
H 0.315 1.382 -1.230
H -1.273 -0.790 0.067
H -0.392 0.846 0.640
```

Properties
Frontier orbital gap   8.45 eV
Lowest unoccupied orbital energy   4.260 eV
Total charge   -1
HOMO level   -4.185 eV
Energy above the lowest of the compared OMol25 structures with the same formula, charge and spin   441.2 kJ/mol
E   -398.32603 Ha
Strongest force on any atom   4.61 eV/Å

***

Q: Which formula does entry 1 have?
A: C3H6NO2S